70
Properties=species:S:1:pos:R:3 method="wB97M-V/def2-TZVPD" mol_weight_g_mol=406.6 relative_energy_ev=0.026 smiles="CC(C)=O.CC(C)=O.CC(C)=O.CC(C)=O.CC(C)=O.CC(C)=O.CC(C)=O" gap_ev=9.5404
C 0.358 1.666 -1.796
C -0.774 1.367 -0.867
C -0.394 0.965 0.549
O -1.937 1.407 -1.203
H 1.007 0.814 -2.004
H 0.991 2.450 -1.369
H -0.039 2.011 -2.751
H 0.065 1.831 1.028
H 0.311 0.133 0.520
H -1.299 0.641 1.055
C 4.595 -1.477 -2.681
C 4.436 0.023 -2.592
C 3.709 0.730 -3.712
O 4.957 0.659 -1.703
H 5.649 -1.670 -2.889
H 4.031 -1.865 -3.529
H 4.275 -1.999 -1.783
H 4.100 1.734 -3.854
H 2.632 0.767 -3.547
H 3.798 0.160 -4.640
C 1.473 4.237 1.848
C 0.895 5.085 0.741
C -0.370 5.851 1.056
O 1.378 5.102 -0.368
H 1.939 4.870 2.606
H 2.246 3.566 1.475
H 0.680 3.634 2.292
H -0.297 6.447 1.963
H -1.142 5.090 1.210
H -0.641 6.453 0.194
C -5.437 2.084 -0.623
C -5.001 1.318 0.600
C -4.391 -0.055 0.396
O -5.145 1.767 1.714
H -6.238 1.557 -1.141
H -4.595 2.180 -1.314
H -5.743 3.077 -0.303
H -3.827 -0.107 -0.531
H -5.219 -0.768 0.343
H -3.794 -0.281 1.277
C -1.348 -0.484 3.726
C -1.875 -0.788 5.112
C -0.868 -1.252 6.145
O -3.046 -0.689 5.386
H -1.724 0.498 3.433
H -1.686 -1.244 3.026
H -0.260 -0.414 3.725
H -0.062 -0.523 6.243
H -0.405 -2.170 5.769
H -1.362 -1.434 7.094
C 0.068 -3.568 0.850
C 1.454 -2.964 0.883
C 2.601 -3.851 0.469
O 1.623 -1.818 1.232
H -0.337 -3.462 -0.163
H -0.597 -3.044 1.531
H 0.078 -4.640 1.051
H 2.855 -4.594 1.222
H 3.466 -3.224 0.254
H 2.329 -4.357 -0.462
C -0.679 -1.822 -2.937
C 0.634 -2.367 -3.439
C 0.824 -3.862 -3.391
O 1.521 -1.629 -3.805
H -1.103 -1.182 -3.711
H -0.487 -1.227 -2.044
H -1.390 -2.609 -2.688
H 1.776 -4.166 -3.820
H 0.043 -4.341 -3.992
H 0.717 -4.226 -2.368


70
Properties=species:S:1:pos:R:3 method="wB97M-V/def2-TZVPD" spin_multiplicity=2 mol_weight_g_mol=725.1 total_charge=+4 gap_ev="2.9391 / 2.9783" s2=0.77
Mn -0.264 0.788 1.023
C -1.679 -2.701 0.574
As -1.373 -0.971 -0.228
C -3.174 -0.463 -0.724
C -0.660 -1.326 -2.049
C 0.813 -1.711 -2.206
C 1.166 -3.009 -1.484
C 1.771 -0.564 -1.837
As 1.808 0.089 0.067
C 2.788 -1.285 1.020
C 3.189 1.421 -0.178
C 1.208 -1.816 -3.783
As 0.651 -3.432 -4.659
C 1.934 -4.800 -4.832
C -1.101 -4.116 -4.566
H -2.146 -3.364 -0.152
H -2.379 -2.544 1.395
H -0.772 -3.151 0.968
H -3.609 -1.199 -1.398
H -3.173 0.514 -1.204
H -3.777 -0.418 0.182
H -0.865 -0.399 -2.592
H -1.322 -2.096 -2.453
H 1.114 -2.879 -0.405
H 2.183 -3.339 -1.710
H 0.466 -3.816 -1.729
H 1.550 0.334 -2.419
H 2.810 -0.837 -2.030
H 3.503 -1.795 0.378
H 2.118 -2.008 1.481
H 3.342 -0.771 1.806
H 4.129 0.951 -0.462
H 3.329 1.936 0.772
H 2.897 2.142 -0.939
H 2.288 -1.842 -3.943
H 0.801 -0.969 -4.342
H 2.934 -4.395 -4.980
H 1.654 -5.493 -5.632
H 1.833 -5.314 -3.857
H -1.852 -3.338 -4.692
H -1.117 -4.550 -3.550
H -1.225 -4.914 -5.303
C -0.928 -0.326 4.603
As 0.110 0.692 3.336
C 1.734 1.121 4.282
C -0.876 2.410 3.181
C -1.297 2.899 4.423
C -2.042 4.058 4.549
C -2.415 4.761 3.413
C -2.023 4.302 2.168
C -1.250 3.144 2.012
As -0.693 2.895 0.126
C -2.183 3.500 -0.940
C 0.659 4.250 -0.124
H -0.839 0.124 5.590
H -0.523 -1.335 4.640
H -1.971 -0.350 4.299
H 1.469 1.662 5.189
H 2.386 1.738 3.669
H 2.239 0.196 4.556
H -1.035 2.366 5.329
H -2.330 4.411 5.530
H -3.001 5.667 3.497
H -2.323 4.875 1.299
H -2.146 4.584 -1.026
H -3.123 3.197 -0.485
H -2.094 3.069 -1.935
H 0.211 5.214 0.112
H 0.993 4.254 -1.160
H 1.499 4.069 0.543


71
Properties=species:S:1:pos:R:3 method="wB97M-V/def2-TZVPD" spin_multiplicity=3 mol_weight_g_mol=629.5 relative_energy_ev=0.000 total_charge=+3 gap_ev="8.7472 / 5.7018" s2=2.03
Au 0.701 0.093 0.392
P 2.257 -0.863 2.280
P 1.968 2.092 0.589
P -0.505 -1.989 -0.081
H 1.004 2.295 -2.605
C 0.482 1.698 -3.384
C -0.979 1.813 -3.031
H -1.185 1.805 -1.944
C 3.492 -1.946 1.493
C 3.235 0.384 3.189
C 1.510 -1.855 3.615
C 1.183 3.256 -0.563
C 1.755 3.275 2.005
C 3.645 1.912 -0.117
C -2.043 -1.915 -1.085
C -1.239 -2.694 1.437
C 0.489 -3.387 -0.748
H 0.657 2.205 -4.344
H -1.153 2.821 -3.405
H 4.221 -2.325 2.214
H 4.029 -1.390 0.720
H 2.994 -2.799 1.026
H 3.831 -0.088 3.977
H 2.575 1.107 3.676
H 3.916 0.921 2.522
H 1.438 -2.908 3.327
H 0.505 -1.489 3.844
H 2.107 -1.790 4.533
H 1.063 4.260 -0.123
H 0.180 2.864 -0.777
H 1.793 3.350 -1.475
H 2.049 4.284 1.657
H 2.324 3.033 2.913
H 0.677 3.309 2.242
H 4.221 2.844 -0.056
H 3.527 1.650 -1.178
H 4.225 1.105 0.349
H -2.802 -2.611 -0.685
H -1.835 -2.179 -2.131
H -2.433 -0.889 -1.050
H -2.161 -3.226 1.167
H -1.495 -1.874 2.113
H -0.534 -3.378 1.923
H -0.127 -4.298 -0.840
H 1.334 -3.596 -0.073
H 0.892 -3.123 -1.738
C -2.182 -0.082 -4.283
C -1.070 -0.950 -4.202
C -1.178 -2.264 -4.713
C -2.396 -2.722 -5.246
C -3.395 -1.776 -5.568
C -3.291 -0.467 -5.105
O -2.142 1.143 -3.728
H -0.153 -0.576 -3.791
H 1.034 0.743 -3.419
H -0.238 -2.841 -4.626
H -2.567 -3.789 -5.440
H -4.304 -2.128 -6.073
H -4.054 0.261 -5.390
C -2.295 1.662 4.958
N -2.121 1.303 3.560
C -3.067 1.349 2.545
C -2.418 1.010 1.388
N -1.100 0.765 1.698
C -0.941 0.956 3.008
H -3.333 1.489 5.261
H -1.615 1.059 5.574
H -2.037 2.719 5.124
H -4.093 1.598 2.720
H -2.804 0.931 0.388
H -0.025 0.844 3.593